No. 1
Molecular formula: C5H7NO
Method: DFT, ωB97M-V/def2-TZVPD

ΔE to the lowest compared entry with this formula, charge and spin: 0.606 eV
Gap between HOMO and LUMO: 10.94 eV
HOMO energy: -10.31 eV

```
14
C5H7NO (ωB97M-V/def2-TZVPD)
O 1.513 0.854 0.506
N -0.814 -1.887 1.830
C -0.675 1.773 0.735
C -0.201 -0.556 -0.342
C 0.338 0.750 0.289
C -0.564 -1.359 0.839
C 0.837 -1.224 -1.247
H -0.749 2.609 0.032
H 0.578 -2.263 -1.471
H 1.824 -1.194 -0.781
H -0.319 2.159 1.689
H -1.680 1.360 0.860
H 0.905 -0.669 -2.187
H -1.131 -0.359 -0.887
```

***

No. 2
Molecular formula: C5H4O2
Method: DFT, ωB97M-V/def2-TZVPD

ΔE to the lowest compared entry with this formula, charge and spin: 3.532 eV
Gap between HOMO and LUMO: 8.78 eV
HOMO energy: -8.95 eV

```
11
C5H4O2 (ωB97M-V/def2-TZVPD)
O 0.140 -1.488 0.015
O 2.341 -1.168 0.094
C -0.333 1.357 0.205
C 1.249 -0.677 0.104
C -1.108 -0.955 -0.040
C -1.375 0.361 -0.016
C 0.952 0.787 0.202
H 0.566 1.472 -0.781
H 1.833 1.383 0.445
H -2.413 0.670 -0.102
H -1.851 -1.742 -0.126
```

***

No. 3
Molecular formula: C6H6O2
Method: DFT, ωB97M-V/def2-TZVPD

ΔE to the lowest compared entry with this formula, charge and spin: 4.183 eV
Gap between HOMO and LUMO: 9.72 eV
HOMO energy: -8.71 eV

```
14
C6H6O2 (ωB97M-V/def2-TZVPD)
O -0.747 0.745 0.777
O 1.430 -1.389 -0.922
C -1.224 -1.416 -0.225
C -1.546 -0.368 0.561
C 0.573 0.836 0.298
C 0.064 -1.089 -0.928
C 0.972 -0.591 0.115
C 1.165 2.057 0.209
H -2.476 -0.256 1.103
H 2.205 2.173 -0.105
H -0.148 -0.364 -1.726
H 0.936 -1.101 1.068
H 0.642 3.014 0.337
H -1.846 -2.251 -0.561
```

***

No. 4
Molecular formula: C5H8O2
Method: DFT, ωB97M-V/def2-TZVPD

ΔE to the lowest compared entry with this formula, charge and spin: 1.299 eV
Gap between HOMO and LUMO: 10.26 eV
HOMO energy: -9.54 eV

```
15
C5H8O2 (ωB97M-V/def2-TZVPD)
O -1.929 0.909 0.581
O 2.954 0.747 0.202
C 0.922 0.130 -1.139
C -1.564 -0.170 -0.262
C 0.732 -0.058 1.047
C 1.813 0.396 0.071
C -0.078 -0.569 -0.177
H 0.005 -1.656 -0.275
H 0.245 0.807 1.515
H -2.198 -1.044 -0.058
H -1.793 0.161 -1.280
H 1.376 -0.485 -1.923
H -2.060 0.553 1.467
H 1.036 -0.774 1.817
H 0.539 1.054 -1.586
```

***

No. 5
Molecular formula: C6H10O
Method: DFT, ωB97M-V/def2-TZVPD

ΔE to the lowest compared entry with this formula, charge and spin: 3.989 eV
Gap between HOMO and LUMO: 9.49 eV
HOMO energy: -8.32 eV

```
17
C6H10O (ωB97M-V/def2-TZVPD)
O 0.500 -0.816 0.213
C 2.309 0.865 -0.363
C 2.426 0.703 0.923
C 1.869 -0.441 0.172
C -2.389 -0.788 -0.317
C -0.347 -0.054 0.957
C -1.664 -0.035 0.760
H -1.713 -1.469 -0.839
H -2.821 -0.102 -1.057
H -3.217 -1.375 0.100
H 0.118 0.521 1.756
H 2.430 1.494 -1.233
H -2.249 0.574 1.444
H 2.715 1.110 1.881
H 2.434 -1.356 -0.004
H -0.481 0.675 -2.422
H 0.081 0.496 -1.971
```

***

No. 6
Molecular formula: C10H14O6RbS2
Method: DFT, ωB97M-V/def2-TZVPD

ΔE to the lowest compared entry with this formula, charge and spin: 0.000 eV
Gap between HOMO and LUMO: 4.10 eV
Charge: -1
HOMO energy: -2.66 eV

```
33
C10H14O6RbS2 (ωB97M-V/def2-TZVPD)
Rb -0.634 -1.180 1.434
S 3.318 -2.236 1.697
S -0.074 -2.675 -2.050
O -1.833 1.183 -0.271
O -0.378 1.616 2.069
O 0.507 -2.414 -0.690
O 1.913 -2.370 2.168
O -1.722 6.097 1.995
O -3.525 5.520 0.039
C -1.869 2.314 0.296
C -1.022 2.579 1.553
C -2.753 4.629 0.394
C 3.510 -3.245 0.233
C -0.967 3.870 2.063
C -1.677 -3.388 -1.712
C -1.759 4.946 1.553
C -2.677 3.336 -0.195
C 3.430 -0.630 0.869
C -0.679 -1.060 -2.569
H -1.495 -1.175 -3.283
H -1.044 -0.542 -1.672
H 4.378 -2.905 -0.331
H 2.603 -3.203 -0.370
H -2.376 -3.205 -2.527
H 3.046 -0.688 -0.144
H -3.267 3.132 -1.082
H -2.099 -2.927 -0.819
H 4.475 -0.333 0.959
H -0.338 4.075 2.922
H -1.564 -4.458 -1.548
H 3.621 -4.281 0.554
H 2.841 0.064 1.468
H 0.108 -0.447 -3.000
```

***

no.,E_LUMO (eV),DFT total energy (Ha)
1,0.63,-324.70219
2,-0.17,-343.26257
3,1.00,-382.53202
4,0.72,-345.75722
5,1.17,-309.69579
6,1.44,-1661.35395